[1]
DFT (ωB97M-V with the def2-TZVPD basis set) results for a 3-piece molecular cluster, C31H66NO4 overall.

Atoms and positions in Å:
C1 2.862 -0.698 2.499
C2 4.513 -0.649 2.298
C3 5.063 -1.766 1.216
C4 5.140 -1.199 -0.332
C5 3.707 -0.659 -0.923
C6 2.492 -1.761 -0.844
C7 2.150 -2.440 -2.317
C8 0.829 -3.409 -2.245
C9 0.013 -3.512 -3.682
C10 -1.193 -2.390 -3.836
C11 -2.359 -2.850 -2.729
C12 -3.268 -1.576 -2.242
C13 -2.774 -0.912 -0.796
C14 -2.826 -2.111 0.368
O1 -4.076 -2.893 0.327
C15 -4.008 -3.718 1.576
C16 -3.914 0.174 -0.377
C17 -3.403 1.646 0.082
C18 -3.760 1.781 1.711
C19 -4.407 2.763 -0.653
N1 -1.941 1.947 -0.073
O2 -1.249 1.882 1.077
C20 -1.277 1.219 -1.214
C21 -1.865 1.551 -2.705
C22 0.315 1.732 -1.230
C23 -1.232 -0.369 -0.813
H1 2.549 -1.803 2.186
H2 2.417 0.093 1.756
H3 2.521 -0.508 3.603
H4 4.820 0.457 2.047
H5 5.009 -0.910 3.340
H6 4.391 -2.716 1.345
H7 6.154 -2.079 1.551
H8 5.883 -0.279 -0.306
H9 5.582 -2.000 -1.096
H10 3.782 -0.241 -2.037
H11 3.387 0.268 -0.243
H12 1.526 -1.172 -0.468
H13 2.716 -2.631 -0.067
H14 1.928 -1.626 -3.155
H15 3.036 -3.102 -2.727
H16 0.145 -3.089 -1.337
H17 1.201 -4.508 -1.998
H18 -0.542 -4.566 -3.650
H19 0.719 -3.544 -4.624
H20 -0.806 -1.299 -3.667
H21 -1.670 -2.397 -4.931
H22 -3.090 -3.558 -3.353
H23 -1.932 -3.518 -1.867
H24 -3.298 -0.806 -3.122
H25 -4.377 -1.978 -2.104
H26 -2.704 -1.640 1.438
H27 -1.921 -2.836 0.205
H28 -2.865 -3.934 1.843
H29 -4.459 -3.148 2.494
H30 -4.528 -4.764 1.445
H31 -4.681 0.304 -1.276
H32 -4.551 -0.282 0.512
H33 -3.508 2.855 2.102
H34 -4.942 1.636 1.764
H35 -3.308 0.906 2.350
H36 -4.135 3.834 -0.256
H37 -4.330 2.747 -1.820
H38 -5.518 2.434 -0.381
H39 -1.209 0.940 -3.483
H40 -1.653 2.692 -2.920
H41 -3.015 1.336 -2.836
H42 0.853 1.111 -0.377
H43 0.394 2.903 -1.064
H44 0.843 1.404 -2.249
H45 -0.505 -0.979 -1.532
H46 -0.797 -0.563 0.282
C24 2.483 -3.997 8.039
C25 3.255 -2.777 7.569
O3 2.626 -2.092 6.489
C26 1.337 -1.543 6.749
C27 1.342 -0.484 7.836
H47 2.237 -4.648 7.195
H48 3.069 -4.564 8.768
H49 1.540 -3.712 8.517
H50 4.233 -3.104 7.200
H51 3.450 -2.088 8.396
H52 0.621 -2.340 6.976
H53 1.002 -1.082 5.813
H54 1.563 -0.918 8.816
H55 0.365 0.005 7.901
H56 2.106 0.275 7.636
C28 0.601 7.172 -6.069
C29 -0.737 6.645 -5.581
O4 -0.700 5.271 -5.205
C30 0.164 4.930 -4.124
C31 -0.212 5.606 -2.818
H57 1.014 6.520 -6.845
H58 0.491 8.181 -6.474
H59 1.333 7.216 -5.256
H60 -1.462 6.723 -6.398
H61 -1.127 7.255 -4.760
H62 1.206 5.134 -4.389
H63 0.083 3.846 -3.992
H64 -0.041 6.686 -2.863
H65 0.387 5.208 -1.993
H66 -1.273 5.454 -2.592

Total energy ... -42884.7874 eV
Energy above the lowest of the compared OMol25 structures with the same formula, charge and spin ... 254.1 kcal/mol
Orbital gap (spin up / spin down) ... 9.21 / 9.60 eV
Multiplicity ... 2

Here are the Mulliken charges for atoms 1 to 8, given in e:
1. C -0.30
2. C -0.52
3. C -0.52
4. C -0.78
5. C -0.49
6. C 0.83
7. C -0.94
8. C 0.13

[2]
DFT (ωB97M-V with the def2-TZVPD basis set) results for a 7-piece molecular cluster, C31H68BrNO9 overall.

Atoms and positions in Å:
C1 -1.139 -2.045 6.488
C2 -0.329 -1.790 5.068
C3 0.320 -0.284 5.010
N1 1.455 -0.044 5.988
C4 2.585 -1.035 5.781
C5 3.565 -1.638 6.737
Br1 3.630 -1.179 8.690
C6 4.473 -2.668 5.840
O1 5.718 -3.131 5.979
O2 3.475 -3.015 4.781
C7 2.989 -1.695 4.333
O3 2.919 -1.134 3.123
H1 -0.360 -2.213 7.346
H2 -1.794 -3.025 6.354
H3 -1.867 -1.143 6.661
H4 0.452 -2.663 4.974
H5 -1.099 -1.953 4.171
H6 0.646 -0.093 3.890
H7 -0.529 0.512 5.270
H8 1.097 -0.066 6.976
C8 2.954 -2.753 0.223
C9 2.537 -3.954 1.056
O4 2.628 -5.191 0.353
C10 3.921 -5.556 -0.125
C11 4.955 -5.697 0.979
H9 2.344 -2.687 -0.687
H10 2.832 -1.829 0.797
H11 3.999 -2.815 -0.089
H12 1.488 -3.833 1.344
H13 3.108 -4.006 1.987
H14 4.253 -4.848 -0.891
H15 3.808 -6.524 -0.628
H16 5.115 -4.757 1.513
H17 5.916 -6.014 0.562
H18 4.630 -6.440 1.716
C12 -0.772 5.355 8.105
C13 0.199 4.748 7.104
O5 -0.339 3.634 6.396
C14 -1.504 3.883 5.612
C15 -1.292 4.927 4.528
H19 -1.097 4.600 8.830
H20 -0.297 6.182 8.644
H21 -1.668 5.746 7.618
H22 1.076 4.382 7.646
H23 0.564 5.503 6.402
H24 -2.344 4.152 6.261
H25 -1.773 2.932 5.139
H26 -1.027 5.901 4.944
H27 -2.203 5.050 3.935
H28 -0.478 4.624 3.860
C16 -4.672 7.090 2.549
C17 -3.701 6.483 1.549
O6 -4.239 5.369 0.840
C18 -5.404 5.618 0.057
C19 -5.192 6.661 -1.027
H29 -4.996 6.334 3.275
H30 -4.197 7.916 3.089
H31 -5.568 7.480 2.062
H32 -2.824 6.116 2.091
H33 -3.336 7.237 0.846
H34 -6.244 5.886 0.706
H35 -5.672 4.666 -0.417
H36 -4.927 7.636 -0.611
H37 -6.103 6.784 -1.620
H38 -4.377 6.358 -1.695
C20 5.071 -6.946 -4.124
C21 4.653 -8.148 -3.291
O7 4.744 -9.385 -3.994
C22 6.037 -9.750 -4.471
C23 7.071 -9.890 -3.368
H39 4.461 -6.880 -5.033
H40 4.948 -6.022 -3.549
H41 6.115 -7.009 -4.436
H42 3.604 -8.027 -3.003
H43 5.224 -8.199 -2.360
H44 6.370 -9.042 -5.237
H45 5.924 -10.717 -4.974
H46 7.231 -8.951 -2.834
H47 8.032 -10.208 -3.785
H48 6.746 -10.633 -2.631
C24 2.425 -2.459 -4.059
C25 3.396 -3.066 -5.059
O8 2.858 -4.180 -5.768
C26 1.693 -3.931 -6.551
C27 1.905 -2.888 -7.635
H49 2.100 -3.215 -3.333
H50 2.899 -1.633 -3.519
H51 1.529 -2.068 -4.546
H52 4.273 -3.433 -4.517
H53 3.761 -2.312 -5.762
H54 0.853 -3.662 -5.902
H55 1.424 -4.883 -7.025
H56 2.169 -1.913 -7.219
H57 0.993 -2.765 -8.228
H58 2.719 -3.190 -8.303
C28 -6.783 6.017 -6.853
C29 -6.630 6.408 -5.392
O9 -7.042 7.745 -5.116
C30 -8.403 8.061 -5.399
C31 -9.395 7.214 -4.619
H59 -6.213 6.701 -7.494
H60 -6.420 4.997 -7.015
H61 -7.824 6.057 -7.179
H62 -5.571 6.344 -5.121
H63 -7.158 5.708 -4.739
H64 -8.589 7.996 -6.476
H65 -8.545 9.113 -5.125
H66 -9.304 6.152 -4.858
H67 -10.420 7.524 -4.845
H68 -9.226 7.323 -3.542

Total energy ... -123200.9749 eV
Orbital gap ... 8.12 eV
Structure (SMILES) ... CCCNC1=C(Br)C(=O)OC1=O.CCOCC.CCOCC.CCOCC.CCOCC.CCOCC.CCOCC

Here are the Mulliken charges for atoms 1 to 8, given in e:
1. C -0.95
2. C -0.23
3. C -0.23
4. N -0.13
5. C 0.57
6. C -0.41
7. Br -0.12
8. C 0.55